Entry 1:
# C4H10S

2 unconnected molecules or ions with the total composition C4H10S at a distorted geometry (wB97M-V/def2-TZVPD, OMol25).

energy above the lowest of the compared OMol25 structures with the same formula, charge and spin: 49.9 kcal per mole
gap between HOMO and LUMO: 9.64 eV
molar mass: 90.191 u
calculated total energy: -556.50248 Eh
HOMO: -0.314 Ha

```
! RIJCOSX wB97M-V def2-TZVPD def2/J DEFGRID3
* xyz 0 1
C 2.295 -0.253 -1.741
C 2.865 0.721 -0.975
H 2.501 -0.463 -2.750
H 1.680 -0.950 -1.166
H 3.355 1.606 -1.486
H 2.834 0.728 0.184
C -2.951 0.404 0.896
S -1.573 0.223 -0.342
C -0.532 -0.721 0.786
H -3.441 -0.495 0.883
H -2.525 0.594 1.788
H -3.759 1.244 0.744
H -0.866 -1.718 1.189
H -0.363 0.012 1.554
H 0.479 -0.933 0.436
*
```



Entry 2:
# C4H10N2O

C4H10N2O in the gas phase at a distorted geometry (wB97M-V/def2-TZVPD, OMol25).

energy above the lowest of the compared OMol25 structures with the same formula, charge and spin: 52.8 kcal per mole
gap between HOMO and LUMO: 9.38 eV
molar mass: 102.137 u
calculated total energy: -343.11732 Eh
HOMO: -0.311 Ha

```
! RIJCOSX wB97M-V def2-TZVPD def2/J DEFGRID3
* xyz 0 1
C -0.698 -2.167 1.468
N -1.357 -1.226 0.539
C -0.821 0.148 0.512
C -0.375 0.399 -0.931
N 0.965 0.610 -1.186
C 1.645 1.846 -0.788
O -1.219 0.460 -1.801
H -1.512 -2.756 1.871
H 0.117 -2.687 0.967
H -0.229 -1.552 2.235
H -1.651 -1.343 -0.414
H 0.134 0.256 1.046
H -1.548 0.901 0.826
H 1.124 0.487 -2.174
H 0.976 2.710 -0.917
H 2.452 2.070 -1.485
H 1.997 1.842 0.232
*
```



Entry 3:
# C4H6N4

C4H6N4 in the gas phase at a distorted geometry (wB97M-V/def2-TZVPD, OMol25).

energy above the lowest of the compared OMol25 structures with the same formula, charge and spin: 80.8 kcal per mole
gap between HOMO and LUMO: 9.77 eV
molar mass: 110.120 u
calculated total energy: -374.93267 Eh
HOMO: -0.334 Ha

```
! RIJCOSX wB97M-V def2-TZVPD def2/J DEFGRID3
* xyz 0 1
C -1.431 -0.182 -0.746
C -0.252 -1.124 -0.486
C 0.755 -0.128 -0.002
C 2.086 -0.059 0.577
H -2.420 -0.688 -0.642
H -1.541 0.160 -1.770
H 0.110 -1.799 -1.259
H -0.579 -1.710 0.368
H 2.989 -0.635 0.436
H -1.813 1.227 0.676
N 2.129 1.097 1.262
N 0.978 1.850 1.164
N 0.134 0.956 0.455
N -1.146 1.034 -0.033
*
```